(1)
C5H10O2 | ωB97M-V/def2-TZVPD

Geometry as XYZ:
```
17
Properties=species:S:1:pos:R:3:mulliken_charge:R:1
C -2.6271 -0.5552 -0.0960 -1.16
C -1.4018 0.1287 -0.7386 -0.25
C -0.1297 -0.2934 -0.0285 -0.12
O 0.5647 -1.2769 -0.4897 -0.49
C 1.7958 1.1432 -0.0002 -1.06
C 2.6118 0.3225 0.8216 0.32
O 2.5409 -0.9284 0.9712 -0.67
H -3.5480 -0.2256 -0.5944 0.34
H -2.5574 -1.6430 -0.1848 0.32
H -2.7189 -0.2956 0.9644 0.35
H -1.3656 -0.1292 -1.8024 0.31
H -1.5401 1.2110 -0.6415 0.28
H -0.1249 -0.1250 1.0437 0.36
H 1.4391 -1.3424 0.1524 0.53
H 1.9469 2.1925 0.2594 0.32
H 1.7464 0.9571 -1.0689 0.30
H 3.3680 0.8596 1.4322 0.33
```

Properties
Multiplicity: 1



(2)
C22H16AlN7O4S | ωB97M-V/def2-TZVPD

Geometry as XYZ:
```
51
Properties=species:S:1:pos:R:3:mulliken_charge:R:1
Al -1.1630 0.2011 -0.2126 0.48
O -2.3293 -2.9636 5.8285 -0.57
N -2.6111 -1.7855 5.8539 1.04
O -2.9398 -1.1600 6.8269 -0.58
C -2.3598 -1.0010 4.6077 -0.44
C -2.3979 0.3360 4.7500 -0.71
C -2.1239 1.1946 3.6368 0.69
C -2.1432 2.6025 3.6930 -0.39
C -1.8546 3.3349 2.5661 -1.16
C -1.5378 2.6692 1.3845 0.17
N -1.5153 1.3379 1.3091 -0.18
C -1.8119 0.6118 2.4225 -0.02
C -1.8109 -0.8094 2.2727 0.41
N -1.5392 -1.2492 1.0065 -0.22
C -1.5305 -2.5585 0.7616 0.10
C -1.8002 -3.4759 1.7776 -1.16
C -2.0779 -3.0446 3.0468 -0.25
C -2.0798 -1.6516 3.3417 0.46
H -2.6258 0.7545 5.7215 0.61
H -2.3856 3.1005 4.6244 0.52
H -1.8622 4.4150 2.5798 0.44
H -1.2762 3.2132 0.4864 0.60
H -1.2879 -2.8733 -0.2431 0.61
H -1.7915 -4.5306 1.5428 0.46
H -2.2968 -3.7573 3.8237 0.61
N 6.2927 0.2057 -3.2514 -0.46
C 5.0322 -0.2032 -2.9809 1.13
C 4.5329 -0.1513 -1.6619 -0.91
C 3.2635 -0.5869 -1.3813 -0.40
C 2.4507 -1.0664 -2.4139 -0.13
C 2.9240 -1.1122 -3.7264 -0.33
C 4.2008 -0.6878 -4.0042 -0.81
S 0.8868 -1.6884 -2.1052 1.45
O 0.8781 -2.5369 -0.9446 -0.73
O 0.2689 -2.0942 -3.3229 -0.69
N -0.0543 -0.3863 -1.5397 0.07
C -0.4044 0.6677 -2.3675 0.23
N -1.3762 1.3798 -1.7141 -0.21
C -1.9049 2.4562 -2.3265 0.23
C -1.4584 2.8208 -3.5651 -0.86
C -0.4281 2.0493 -4.1244 -0.10
N 0.1102 0.9840 -3.5370 -0.38
H 6.9063 0.5182 -2.5216 0.20
H 6.6723 0.1379 -4.1781 0.20
H 5.1712 0.2133 -0.8672 0.31
H 2.9108 -0.5828 -0.3571 0.42
H 2.2863 -1.4849 -4.5157 0.51
H 4.5751 -0.7347 -5.0189 0.32
H -2.6906 2.9908 -1.8074 0.52
H -1.8787 3.6675 -4.0849 0.42
H -0.0152 2.3141 -5.0912 0.47
```

Properties
Multiplicity: 1
Net charge: +2



(3)
C33H78F24N5O3P4 | ωB97M-V/def2-TZVPD

Geometry as XYZ:
```
147
Properties=species:S:1:pos:R:3:mulliken_charge:R:1
C -1.9146 -1.5732 4.3519 0.45
C -1.5991 -0.7329 5.5123 -0.13
O -2.1031 -0.7568 6.5602 -0.48
N -0.6243 0.3714 5.2666 0.61
H -0.3082 0.8101 6.1371 0.46
H 0.2650 0.0274 4.8566 -0.44
C -1.2166 1.5585 4.5071 -0.70
H -1.1184 -2.2938 4.1324 -0.03
H -2.0249 -0.9837 3.4367 -0.39
H -2.8313 -2.1523 4.4102 0.68
H -2.1518 1.7903 5.0077 0.47
H -1.4683 1.2969 3.4844 0.00
H -0.4128 2.2866 4.4636 0.38
C 3.2933 3.4195 2.3133 -0.96
C 3.1676 2.3579 3.3609 0.80
O 2.6945 2.5016 4.4364 -0.53
N 3.6361 0.9755 3.0030 1.71
H 3.1213 0.3817 3.6709 -0.08
H 3.2787 0.7923 2.0552 -0.43
C 5.1371 0.8584 3.0746 -0.89
H 2.4053 4.0412 2.4631 0.30
H 3.2874 3.0884 1.2846 0.01
H 4.1323 4.0314 2.6445 0.53
H 5.5137 0.1515 2.3475 0.38
H 5.4137 0.6544 4.1034 0.35
H 5.5928 1.8040 2.7942 0.40
C -3.7395 3.0789 -1.3762 -1.00
N -2.9698 4.3306 -1.0803 0.30
C -1.9784 4.6289 -2.1496 -0.49
C -3.8904 5.5307 -1.0564 -0.97
C -2.4366 4.1983 0.3376 -1.28
C -1.2051 3.3107 0.4993 0.60
O -0.0034 3.9142 0.0612 -0.47
H -4.2405 3.2540 -2.3292 0.35
H -4.4840 2.9841 -0.5924 0.43
H -2.9874 2.3058 -1.4818 0.39
H -1.1378 3.9596 -1.9559 -0.16
H -1.5588 5.6297 -2.0909 0.37
H -2.4466 4.4692 -3.1152 0.40
H -4.6670 5.2467 -0.3406 0.39
H -4.4452 5.5443 -1.9929 0.40
H -3.3397 6.4115 -0.7642 0.43
H -3.2335 3.8212 0.9727 0.58
H -2.1889 5.2242 0.6106 0.35
H -1.3352 2.3480 0.0116 -0.26
H -1.2259 3.2219 1.5855 0.36
H 0.6516 3.8091 0.7565 0.08
C 2.1777 5.8599 -2.5034 -1.06
C 1.6489 5.0165 -3.6855 -0.43
C 2.0517 3.5666 -3.4661 0.28
C 1.5742 2.5913 -4.5376 -1.41
N 1.9858 1.1874 -4.2265 0.87
C 1.3871 0.7097 -2.8687 -0.61
C 1.0892 -0.7899 -2.9487 0.31
C 1.0693 -1.0530 -4.4711 -0.89
C 1.3809 0.2270 -5.2276 -0.79
C 3.4703 0.9709 -4.0946 -0.13
C 4.2510 1.3611 -5.3409 -0.58
C 5.7479 1.4974 -5.0809 -1.45
H 2.2356 6.9392 -2.6007 0.41
H 3.2018 5.5625 -2.2506 0.31
H 1.5873 5.5115 -1.6492 0.09
H 2.1940 5.3805 -4.5589 0.36
H 0.5633 5.1266 -3.6619 0.23
H 1.7831 3.2407 -2.4580 0.17
H 3.1426 3.5266 -3.4930 0.20
H 2.0270 2.8080 -5.5025 0.56
H 0.4938 2.7239 -4.6294 0.52
H 2.1980 0.9356 -2.1840 0.10
H 0.4759 1.2726 -2.7009 0.03
H 1.8283 -1.4052 -2.4494 0.67
H 0.0593 -0.9571 -2.6598 -0.53
H 1.5762 -1.9490 -4.8174 0.42
H 0.0117 -1.2007 -4.7134 0.34
H 2.0329 0.0418 -6.0821 0.37
H 0.5323 0.7226 -5.6963 0.50
H 3.6289 -0.0586 -3.7836 0.74
H 3.7962 1.6140 -3.2897 -0.29
H 3.8819 2.2541 -5.8447 0.22
H 4.1590 0.5642 -6.0910 0.33
H 5.9105 2.2833 -4.3446 0.32
H 6.2843 1.7505 -5.9989 0.44
H 6.2379 0.5593 -4.8186 0.37
C -3.3797 -9.0514 -0.7982 -1.16
C -4.3269 -7.9844 -0.2192 -0.78
C -3.6613 -6.7518 0.3862 -0.31
C -3.0851 -5.8580 -0.6931 -1.19
N -2.7100 -4.4817 -0.2507 0.74
C -3.9292 -3.5808 -0.1033 -0.83
C -3.4649 -2.1524 -0.2350 -0.44
C -2.2472 -2.3088 -1.1373 0.37
C -2.0345 -3.7800 -1.4586 -1.23
C -1.8365 -4.3594 0.9754 -0.42
C -0.6312 -5.2738 0.9606 -0.22
C 0.2141 -5.2271 2.2467 -1.49
H -3.9189 -9.7715 -1.4079 0.38
H -2.8615 -9.5306 0.0319 0.31
H -2.6327 -8.6183 -1.4712 0.30
H -4.8766 -8.5142 0.5595 0.35
H -5.0360 -7.7361 -1.0144 0.39
H -2.9531 -7.1644 1.1079 0.32
H -4.3888 -6.1608 0.9489 0.38
H -3.8167 -5.7871 -1.4968 0.47
H -2.1637 -6.2460 -1.1287 0.50
H -4.3668 -3.7229 0.8897 0.53
H -4.7274 -3.8901 -0.7768 0.34
H -3.2571 -1.6462 0.7119 -0.21
H -4.2259 -1.4494 -0.5771 0.50
H -1.3494 -1.9400 -0.6432 -0.52
H -2.4424 -1.7328 -2.0431 0.86
H -0.9875 -4.0240 -1.5858 0.50
H -2.6611 -4.0187 -2.3158 0.44
H -2.5607 -4.7531 1.7010 0.46
H -1.6844 -3.3321 1.2984 0.11
H 0.0176 -5.0284 0.1163 0.26
H -0.9436 -6.3127 0.8564 0.26
H 0.7379 -4.2806 2.3441 0.22
H 0.9010 -6.0667 2.1421 0.47
H -0.3685 -5.4560 3.1389 0.36
P -4.8316 1.1865 2.1824 1.55
F -6.2795 0.4907 2.1888 -0.41
F -4.5345 0.6153 0.6759 -0.42
F -5.4467 2.5510 1.5760 -0.40
F -3.3043 1.7672 2.1100 -0.53
F -5.0757 1.7948 3.6597 -0.40
F -4.2648 -0.1730 2.8863 -0.31
P 5.6733 1.8883 -0.3913 1.29
F 4.5094 0.9102 0.2597 -0.29
F 4.4232 2.6518 -1.1028 -0.41
F 5.6903 2.9138 0.8643 -0.39
F 6.7750 2.8243 -1.0799 -0.37
F 6.7948 1.0386 0.4298 -0.40
F 5.8339 0.8391 -1.6074 -0.36
P 2.1158 -2.2198 5.4226 1.42
F 2.0052 -0.7021 4.7358 -0.84
F 3.3328 -2.5243 4.3925 -0.39
F 3.1626 -1.5910 6.4647 -0.38
F 2.1983 -3.6397 6.0996 -0.34
F 0.8628 -1.8079 6.3794 -0.43
F 1.0674 -2.7434 4.3023 -0.43
P 0.4130 0.2268 1.3386 2.19
F 0.7327 1.7696 1.7736 -0.41
F 1.9937 0.0575 0.9886 -0.93
F 0.5819 -0.1943 2.8575 -0.33
F 0.1806 -1.3194 0.8493 -0.51
F -1.1816 0.3698 1.4557 -0.36
F 0.2517 0.6924 -0.2289 -0.67
```

Properties
Multiplicity: 1
Net charge: +1



| no. | orbital gap (eV) |
| --- | --- |
| 1 | 8.18 |
| 2 | 4.92 |
| 3 | 10.48 |